Record 1
Entry from OMol25: C16H25N5O2Sn as an isolated structure (ωB97M-V with the def2-TZVPD basis set).

The electronic energy comes out at -34359.4655 eV. The calculation puts the HOMO energy at -13.9 eV. As for the net charge: +2. The value obtained for the energy above the lowest of the compared OMol25 structures with the same formula, charge and spin is 0.00 kcal/mol. The value obtained for the HOMO-LUMO gap is 0.2718 hartree.

Geometry as XYZ:
```
49
Properties=species:S:1:pos:R:3:nbo_charge:R:1
Sn 1.033 1.373 0.450 1.427
C 4.217 -1.753 -0.275 -0.673
C 2.987 -2.561 -0.100 0.392
O 1.844 -1.884 0.152 -0.268
C 2.753 -3.896 -0.127 -0.330
C 1.382 -4.060 0.141 0.303
C 0.552 -5.281 0.243 -0.663
N 0.854 -2.859 0.301 0.141
N -0.421 -2.617 0.611 -0.371
C -0.900 -1.435 0.859 0.607
O -0.259 -0.311 0.817 -0.903
C -2.332 -1.396 1.229 -0.082
C -2.788 -0.382 2.070 -0.222
C -4.119 -0.347 2.452 -0.206
C -5.002 -1.306 1.977 -0.171
C -4.554 -2.308 1.124 -0.184
C -3.221 -2.361 0.758 -0.193
H 3.971 -0.726 -0.541 0.228
H 4.799 -1.738 0.647 0.267
H 4.837 -2.187 -1.057 0.267
H 3.472 -4.678 -0.297 0.273
H 1.158 -6.165 0.069 0.255
H 0.092 -5.340 1.230 0.271
H -0.260 -5.239 -0.483 0.265
H -2.091 0.356 2.445 0.208
H -4.469 0.420 3.130 0.230
H -6.042 -1.274 2.273 0.236
H -5.247 -3.050 0.753 0.234
H -2.861 -3.142 0.102 0.230
N 1.440 3.745 0.851 -0.887
C 1.467 4.641 -0.324 -0.239
C 2.023 3.899 -1.525 -0.246
N 1.315 2.616 -1.736 -0.675
C 0.038 2.684 -2.475 -0.247
C -1.113 2.947 -1.515 -0.242
N -1.099 1.918 -0.455 -0.873
H 2.393 3.574 1.170 0.395
H 0.982 4.210 1.630 0.416
H 0.445 4.955 -0.512 0.204
H 2.057 5.547 -0.165 0.235
H 1.963 4.540 -2.408 0.232
H 3.075 3.661 -1.359 0.220
H 1.948 2.005 -2.244 0.405
H 0.056 3.455 -3.248 0.231
H -0.118 1.722 -2.969 0.220
H -1.005 3.914 -1.038 0.203
H -2.057 2.953 -2.062 0.237
H -1.781 2.138 0.269 0.423
H -1.412 1.026 -0.836 0.417
```

=====

Record 2
Entry from OMol25: an isolated molecule of C4H7NS (ωB97M-V with the def2-TZVPD basis set).

Its structure (SMILES) is C[C@@H]1NCC1=S. The electronic energy comes out at -16583.7458 eV. The calculation puts the HOMO energy at -8.6 eV. As for the net charge: 0. The value obtained for the energy above the lowest of the compared OMol25 structures with the same formula, charge and spin is 73.46 kcal/mol. The value obtained for the HOMO-LUMO gap is 0.3053 hartree.

Geometry as XYZ:
```
13
Properties=species:S:1:pos:R:3:nbo_charge:R:1
C 1.510 1.277 0.912 -0.652
C 0.182 0.599 0.905 -0.126
C -0.593 -1.465 0.508 -0.290
C -0.502 -0.163 -0.268 -0.028
H 2.362 0.524 0.709 0.222
H 1.582 2.015 1.881 0.238
H 1.398 2.038 0.109 0.241
H -0.685 1.366 1.118 0.184
H 1.078 -0.725 1.913 0.368
H 0.032 -2.251 0.176 0.221
H -1.618 -1.716 0.812 0.223
N 0.173 -0.653 1.608 -0.635
S -0.559 0.115 -1.895 0.035
```

=====

Record 3
Entry from OMol25: C33H40AsBrI2N6O3RuSeSi2 as an isolated structure (ωB97M-V with the def2-TZVPD basis set).

The electronic energy comes out at -280715.0411 eV. The calculation puts the HOMO energy (alpha / beta) at -9.7 / -9.6 eV. As for the net charge: +1. The value obtained for the energy above the lowest of the compared OMol25 structures with the same formula, charge and spin is 45.53 kcal/mol. As for the multiplicity: 2. The value obtained for the HOMO-LUMO gap (alpha / beta) is 0.2163 / 0.1929 hartree.

Geometry as XYZ:
```
90
Properties=species:S:1:pos:R:3:mulliken_spin:R:1
Ru 0.729 -0.251 -0.883 0.080
O 5.511 5.653 -0.880 0.000
N 4.482 5.324 -1.424 0.000
O 3.882 6.008 -2.225 0.000
C 3.928 3.988 -1.092 -0.005
C 4.694 3.216 -0.314 -0.009
C 4.285 1.903 0.068 0.000
C 5.048 1.081 0.908 -0.002
C 4.580 -0.170 1.214 0.003
C 3.363 -0.600 0.678 -0.024
N 2.616 0.165 -0.100 0.059
C 3.074 1.409 -0.400 0.025
C 2.248 2.237 -1.228 0.015
N 1.069 1.695 -1.631 -0.011
C 0.230 2.415 -2.344 0.019
C 0.523 3.732 -2.703 -0.002
C 1.715 4.292 -2.330 0.008
C 2.636 3.542 -1.568 0.010
H 5.652 3.599 0.009 0.000
H 5.986 1.449 1.308 0.000
H 5.135 -0.835 1.863 0.001
H 2.967 -1.578 0.907 -0.019
H -0.700 1.939 -2.629 -0.005
H -0.196 4.297 -3.280 0.000
H 1.953 5.305 -2.608 0.000
Se -3.638 -0.411 -2.997 0.049
C -2.040 -0.400 -2.280 0.002
N -0.982 -0.411 -1.782 0.024
C -1.950 -4.501 -1.078 0.000
Si -0.412 -4.220 -2.079 -0.005
C 0.595 -5.796 -2.074 0.001
C -0.840 -3.539 -3.753 0.040
As 1.065 -2.630 -1.013 0.660
Si 2.895 -2.594 -2.608 -0.038
C 4.323 -3.311 -1.630 0.031
C 3.233 -0.830 -3.161 0.062
C 2.721 -3.566 -4.194 0.006
H -2.463 -5.392 -1.456 -0.001
H -2.640 -3.659 -1.155 0.001
H -1.731 -4.665 -0.020 0.003
H 0.080 -6.598 -2.610 0.000
H 0.747 -6.125 -1.043 0.006
H 1.576 -5.662 -2.525 0.005
H -1.490 -4.232 -4.295 0.006
H 0.044 -3.360 -4.362 -0.012
H -1.376 -2.593 -3.644 -0.009
H 4.593 -2.681 -0.779 -0.005
H 5.211 -3.430 -2.259 0.001
H 4.048 -4.295 -1.242 0.000
H 3.871 -0.291 -2.455 -0.003
H 2.308 -0.266 -3.293 -0.023
H 3.749 -0.839 -4.126 0.003
H 2.343 -4.579 -4.071 -0.001
H 3.725 -3.638 -4.627 0.000
H 2.090 -3.054 -4.921 0.000
N -0.013 0.991 0.979 0.009
C 0.498 2.282 1.272 0.000
C -0.113 3.409 0.734 0.001
C 0.410 4.670 0.981 0.000
C 1.550 4.816 1.762 -0.001
C 2.162 3.690 2.295 0.000
C 1.641 2.426 2.049 0.004
H -1.018 0.992 0.853 0.005
H 0.265 0.269 1.643 -0.017
H -0.991 3.294 0.106 0.000
H -0.076 5.542 0.562 0.000
H 1.959 5.800 1.956 0.000
H 3.049 3.791 2.907 0.000
H 2.124 1.542 2.456 0.001
N 0.322 -3.191 3.578 0.000
C 0.646 -1.922 3.286 -0.003
O 0.798 -1.540 2.125 0.049
C 0.772 -0.991 4.461 0.001
I -1.093 0.022 4.737 0.000
H 0.170 -3.838 2.822 0.003
H 0.147 -3.506 4.515 0.000
H 1.518 -0.227 4.274 0.000
H 0.985 -1.513 5.389 0.000
Br -4.248 -4.183 2.479 0.000
C -4.956 -2.430 2.458 0.000
C -6.239 -2.241 2.952 0.000
C -6.787 -0.969 2.989 0.000
C -6.054 0.118 2.540 0.000
C -4.778 -0.070 2.030 0.001
C -4.226 -1.343 1.981 0.001
I -2.311 -1.560 1.177 0.003
H -6.807 -3.094 3.300 0.000
H -7.789 -0.829 3.373 0.000
H -6.474 1.114 2.578 0.000
H -4.209 0.775 1.666 0.000
```

=====

Record 4
Entry from OMol25: C45H42GeN9O5PS2SeW as an isolated structure (ωB97M-V with the def2-TZVPD basis set).

The electronic energy comes out at -225643.3143 eV. The calculation puts the HOMO energy (alpha / beta) at -6.7 / -6.7 eV. As for the net charge: 0. The value obtained for the energy above the lowest of the compared OMol25 structures with the same formula, charge and spin is 0.00 kcal/mol. The value obtained for the HOMO-LUMO gap (alpha / beta) is 0.2042 / 0.2041 hartree.

Geometry as XYZ:
```
107
Properties=species:S:1:pos:R:3:lowdin_charge:R:1
W 0.142 -0.069 0.357 1.653
O -0.271 -0.595 2.390 -0.166
C -1.172 -0.862 1.533 -0.486
C -2.462 -1.512 1.747 -0.226
C -2.716 -2.232 2.905 -0.020
C -3.936 -2.874 3.048 -0.061
C -4.886 -2.794 2.035 -0.062
C -4.627 -2.060 0.886 -0.076
C -3.409 -1.403 0.738 -0.303
P -2.928 -0.332 -0.669 1.143
C -3.582 -1.314 -2.074 -0.352
C -3.202 -2.651 -2.191 -0.095
C -3.617 -3.411 -3.272 -0.072
C -4.409 -2.844 -4.262 -0.087
C -4.775 -1.509 -4.168 -0.083
C -4.360 -0.747 -3.081 -0.083
C -4.093 1.077 -0.543 -0.350
C -5.129 1.190 0.381 -0.087
C -5.903 2.344 0.438 -0.076
C -5.653 3.399 -0.426 -0.084
C -4.613 3.305 -1.341 -0.073
C -3.832 2.160 -1.389 -0.114
H -1.957 -2.289 3.676 0.123
H -4.147 -3.439 3.947 0.106
H -5.835 -3.303 2.146 0.106
H -5.368 -2.002 0.097 0.119
H -2.560 -3.096 -1.439 0.102
H -3.307 -4.445 -3.351 0.106
H -4.733 -3.438 -5.108 0.101
H -5.386 -1.056 -4.939 0.102
H -4.660 0.292 -3.018 0.094
H -5.337 0.386 1.075 0.092
H -6.702 2.415 1.167 0.104
H -6.256 4.297 -0.378 0.102
H -4.396 4.131 -2.008 0.106
H -2.996 2.116 -2.081 0.095
Se 5.897 -3.217 4.726 1.121
N 5.458 -1.560 4.248 -0.223
C 4.420 -1.659 3.469 -0.332
C 3.747 -0.497 2.870 -0.076
C 4.159 0.820 3.126 0.031
C 3.465 1.850 2.555 -0.014
C 2.370 1.552 1.740 -0.121
N 2.003 0.302 1.478 0.007
C 2.665 -0.714 2.047 -0.133
C 2.176 -2.087 1.766 -0.144
N 1.140 -2.179 0.945 0.030
C 0.627 -3.365 0.668 -0.063
C 1.157 -4.538 1.205 -0.007
C 2.245 -4.453 2.042 0.019
C 2.775 -3.196 2.333 -0.078
C 3.934 -2.997 3.213 -0.334
N 4.582 -3.968 3.789 -0.223
H 5.008 0.989 3.775 0.124
H 3.729 2.888 2.705 0.126
H 1.796 2.332 1.271 0.080
H -0.215 -3.364 -0.012 0.120
H 0.712 -5.490 0.950 0.114
H 2.698 -5.332 2.484 0.121
N 2.446 -0.753 -1.317 0.039
N 1.783 -1.260 -2.435 0.020
C 0.517 -1.791 -2.281 -0.707
O 0.052 -2.510 -3.152 0.046
O -0.124 -1.491 -1.178 -0.285
H 2.935 0.108 -1.543 0.046
H 3.109 -1.432 -0.955 0.098
H 2.320 -1.662 -3.188 0.145
N 6.925 -0.825 -3.847 0.098
C 6.094 0.138 -3.287 -0.323
C 5.356 0.998 -4.098 -0.025
C 4.499 1.934 -3.540 -0.052
C 4.362 2.018 -2.161 -0.302
C 5.100 1.164 -1.343 -0.084
C 5.956 0.232 -1.898 -0.037
S 3.199 3.137 -1.446 0.555
O 3.776 3.580 -0.197 -0.313
O 2.882 4.106 -2.467 -0.354
N 1.982 2.198 -1.072 -0.153
C 0.993 1.951 -1.927 -0.679
S 0.783 2.627 -3.530 1.081
C -0.519 1.538 -3.823 -0.381
C -0.738 0.772 -2.744 -0.294
N 0.078 1.014 -1.662 -0.118
H 7.210 -0.681 -4.800 0.089
H 7.647 -1.203 -3.258 0.087
H 5.458 0.933 -5.176 0.113
H 3.932 2.608 -4.170 0.105
H 5.009 1.248 -0.268 0.110
H 6.534 -0.426 -1.257 0.110
H -1.040 1.515 -4.766 0.070
H -1.457 -0.027 -2.691 0.064
C 0.262 2.266 4.011 -0.216
Ge -1.154 2.370 2.668 0.740
C -1.677 4.253 2.587 -0.223
C -2.725 1.422 3.341 -0.192
C -0.675 1.878 0.841 -0.426
H -0.174 2.512 4.982 0.023
H 1.043 2.998 3.799 0.013
H 0.701 1.268 4.072 0.008
H -1.940 4.622 3.582 0.016
H -2.548 4.367 1.935 0.014
H -0.871 4.872 2.187 0.019
H -3.271 2.094 4.008 0.023
H -2.457 0.519 3.896 0.017
H -3.389 1.142 2.520 0.001
H -0.030 2.697 0.506 -0.008
H -1.628 2.011 0.321 -0.022
```

=====

One value per record, in order, for largest force on an atom: 0.57; 3.93; 2.18; 2.70 eV/A.